Entry 1:
Density functional theory data (ωB97M-V/def2-TZVPD) for a structure of composition C25H24AlFN4.

Last column: Mulliken charge in e.
Geometry (Å):
1 Al -0.06 0.04 -0.17  0.696
2 C 0.95 -0.65 2.77  -0.766
3 C 2.37 -0.14 2.56  -1.261
4 C 2.87 -0.13 1.15  0.997
5 C 4.23 -0.34 0.95  -0.890
6 C 4.78 -0.24 -0.32  -0.444
7 C 3.94 0.14 -1.36  -1.005
8 C 2.61 0.32 -1.09  -0.306
9 N 2.04 0.14 0.12  0.346
10 N -0.09 0.07 2.02  0.172
11 C -0.13 1.50 2.37  -0.867
12 C -1.10 2.19 1.45  0.752
13 C -1.74 3.37 1.77  -1.116
14 C -2.66 3.89 0.87  -0.421
15 C -2.96 3.17 -0.28  -1.180
16 C -2.27 2.00 -0.53  -0.375
17 N -1.32 1.54 0.30  0.513
18 C -1.37 -0.56 2.38  -0.936
19 C -1.57 -1.77 1.52  0.889
20 C -2.14 -2.95 1.96  -1.120
21 C -2.43 -3.94 1.02  -0.365
22 C -2.19 -3.67 -0.32  -1.038
23 C -1.57 -2.49 -0.67  -0.106
24 N -1.22 -1.57 0.24  0.277
25 H 0.74 -0.58 3.85  0.378
26 H 0.91 -1.70 2.48  0.416
27 H 3.04 -0.77 3.16  0.553
28 H 2.48 0.88 2.96  0.341
29 H 4.85 -0.57 1.79  0.476
30 H 5.83 -0.43 -0.48  0.455
31 H 4.31 0.29 -2.36  0.497
32 H 1.94 0.61 -1.88  0.882
33 H 0.86 1.94 2.22  0.463
34 H -0.42 1.64 3.42  0.476
35 H -1.52 3.88 2.70  0.547
36 H -3.15 4.83 1.07  0.460
37 H -3.72 3.51 -0.96  0.487
38 H -2.48 1.39 -1.40  0.913
39 H -2.19 0.12 2.16  0.419
40 H -1.41 -0.81 3.45  0.424
41 H -2.35 -3.09 3.00  0.516
42 H -2.85 -4.88 1.34  0.475
43 H -2.47 -4.38 -1.09  0.476
44 H -1.35 -2.25 -1.70  0.691
45 F 0.02 -0.02 -6.31  -0.307
46 C 0.01 0.01 -4.98  0.253
47 C 0.38 -1.12 -4.27  -0.921
48 C 0.34 -1.08 -2.89  -0.005
49 C -0.08 0.06 -2.18  -1.420
50 C -0.40 1.19 -2.95  0.165
51 C -0.36 1.18 -4.33  -0.825
52 H 0.69 -2.00 -4.80  0.489
53 H 0.68 -1.96 -2.35  0.711
54 H -0.66 2.11 -2.45  0.566
55 H -0.63 2.05 -4.90  0.501

Output
total charge: +2
Kohn-Sham gap: 0.3022 Eh
2S+1: 1

Entry 2:
Density functional theory data (ωB97M-V/def2-TZVPD) for a structure of composition C25H24AsINOPtS2.

Last column: Mulliken charge in e.
Geometry (Å):
1 Pt 0.13 -1.13 -0.78  0.865
2 S 2.38 -1.38 -0.86  -0.579
3 C 3.13 0.20 -0.79  0.872
4 C 4.51 0.30 -0.96  -0.810
5 C 5.12 1.54 -0.96  -0.575
6 C 4.39 2.71 -0.77  -0.767
7 C 3.02 2.63 -0.58  -0.491
8 C 2.41 1.38 -0.57  -0.029
9 As 0.56 1.10 -0.19  0.650
10 C -0.41 2.67 -0.69  0.418
11 C -0.71 3.66 0.24  -0.304
12 C -1.34 4.82 -0.17  -0.704
13 C -1.68 4.99 -1.50  -0.424
14 C -1.38 4.00 -2.44  -0.686
15 C -0.75 2.84 -2.03  -0.537
16 C 0.50 0.97 1.75  0.405
17 C 1.66 0.75 2.48  -0.429
18 C 1.58 0.49 3.84  -0.711
19 C 0.35 0.45 4.48  -0.544
20 C -0.82 0.67 3.75  -0.844
21 C -0.74 0.93 2.39  0.020
22 H 5.09 -0.60 -1.12  0.439
23 H 6.19 1.60 -1.11  0.376
24 H 4.88 3.67 -0.78  0.404
25 H 2.43 3.52 -0.42  0.449
26 H -0.44 3.53 1.29  0.421
27 H -1.57 5.59 0.55  0.420
28 H -2.17 5.90 -1.82  0.406
29 H -1.64 4.14 -3.48  0.412
30 H -0.52 2.07 -2.76  0.405
31 H 2.62 0.77 1.99  0.347
32 H 2.49 0.32 4.41  0.422
33 H 0.29 0.25 5.54  0.412
34 H -1.78 0.65 4.24  0.414
35 H -1.65 1.10 1.83  0.432
36 C -3.65 -2.82 -0.08  -1.021
37 S -3.00 -1.17 0.16  0.790
38 C -4.39 -0.23 -0.44  -1.177
39 O -1.99 -0.99 -0.98  -0.678
40 H -4.49 -2.96 0.59  0.432
41 H -2.85 -3.51 0.19  0.248
42 H -3.94 -2.94 -1.12  0.353
43 H -5.23 -0.37 0.24  0.447
44 H -4.64 -0.56 -1.45  0.379
45 H -4.09 0.82 -0.44  0.309
46 I -0.20 -3.09 2.02  0.245
47 C 0.03 -4.02 0.18  -0.052
48 C 0.12 -5.40 0.09  -0.523
49 C 0.28 -5.98 -1.16  -0.320
50 C 0.35 -5.16 -2.28  -0.705
51 C 0.25 -3.80 -2.12  -0.056
52 N 0.09 -3.23 -0.91  0.038
53 H 0.07 -6.00 0.98  0.452
54 H 0.36 -7.05 -1.25  0.408
55 H 0.48 -5.57 -3.27  0.428
56 H 0.31 -3.11 -2.95  0.447

Output
total charge: +1
Kohn-Sham gap: 0.2694 Eh
2S+1: 1

Entry 3:
Density functional theory data (ωB97M-V/def2-TZVPD) for a structure of composition C25H24BrN3O2S4SbV at a distorted geometry.

Last column: Mulliken charge in e.
Geometry (Å):
1 V -0.03 -0.10 -0.24  -0.029
2 C 0.52 -1.84 4.86  -1.472
3 C 0.66 -0.65 3.95  0.820
4 C 1.21 0.56 4.38  -0.799
5 C 1.34 1.58 3.45  -0.583
6 C 0.95 1.37 2.15  0.051
7 Br 1.21 2.74 0.88  -0.113
8 N 0.41 0.21 1.68  0.715
9 C 0.28 -0.77 2.63  -0.924
10 H 0.27 -1.52 5.88  0.398
11 H 1.46 -2.40 4.92  0.271
12 H -0.25 -2.52 4.51  0.315
13 H 1.51 0.70 5.41  0.392
14 H 1.75 2.55 3.71  0.408
15 H -0.14 -1.70 2.26  0.489
16 S 5.07 -2.61 0.35  -0.628
17 Sb 3.33 -1.49 1.19  0.304
18 S 2.40 -0.25 -0.82  -0.299
19 S 1.40 -2.03 -0.41  -0.150
20 C -7.71 1.88 -2.73  -1.446
21 C -6.33 2.08 -2.16  1.048
22 C -5.70 3.32 -2.22  -0.743
23 C -4.43 3.51 -1.69  -0.532
24 C -3.78 2.44 -1.09  -0.170
25 C -4.39 1.19 -1.02  -0.133
26 C -5.65 1.02 -1.56  -1.028
27 S -2.17 2.68 -0.39  1.417
28 O -1.66 3.89 -0.99  -0.712
29 O -2.31 2.59 1.03  -0.761
30 N -1.35 1.38 -0.87  -0.101
31 C -1.02 1.19 -2.22  0.979
32 C -1.25 2.02 -3.33  -1.119
33 C -0.80 1.58 -4.55  -0.399
34 C -0.10 0.37 -4.67  -0.970
35 C 0.11 -0.36 -3.52  -0.120
36 N -0.36 0.03 -2.33  0.358
37 H -7.97 2.67 -3.43  0.356
38 H -8.46 1.88 -1.94  0.293
39 H -7.79 0.92 -3.25  0.352
40 H -6.21 4.15 -2.69  0.318
41 H -3.94 4.47 -1.75  0.479
42 H -3.87 0.36 -0.54  0.419
43 H -6.12 0.04 -1.51  0.400
44 H -1.75 2.97 -3.21  0.435
45 H -0.96 2.19 -5.43  0.396
46 H 0.28 0.02 -5.61  0.392
47 H 0.66 -1.29 -3.52  0.436
48 C -1.76 -1.35 0.16  -0.989
49 C -1.71 -2.84 0.31  0.020
50 C -1.46 -3.68 -0.79  -0.101
51 C -1.38 -5.05 -0.65  -0.663
52 C -1.54 -5.66 0.59  -0.477
53 C -1.79 -4.85 1.69  -0.818
54 C -1.88 -3.47 1.54  0.022
55 H -2.20 -0.89 1.06  0.472
56 H -2.39 -1.12 -0.70  0.608
57 H -1.32 -3.22 -1.77  0.310
58 H -1.18 -5.66 -1.53  0.372
59 H -1.46 -6.73 0.70  0.366
60 H -1.92 -5.29 2.67  0.375
61 H -2.11 -2.85 2.41  0.495

Output
⟨S²⟩: 0.93
total charge: -1
Kohn-Sham gap (spin up / spin down): 0.1867 / 0.2219 Eh
2S+1: 2
ΔE to the lowest compared entry with this formula, charge and spin: 50.92 kcal/mol

Entry 4:
Density functional theory data (ωB97M-V/def2-TZVPD) for a structure of composition C25H24FN4Pd.

Last column: Mulliken charge in e.
Geometry (Å):
1 Pd 0.06 0.55 0.81  -0.150
2 C 1.30 -1.66 -0.95  -1.210
3 N 0.10 -0.85 -1.16  0.697
4 C -1.14 -1.61 -1.04  -1.298
5 C -2.33 -0.75 -0.68  0.948
6 C -3.61 -1.09 -1.12  -0.975
7 C -4.69 -0.33 -0.71  -0.462
8 C -4.46 0.76 0.12  -0.872
9 C -3.17 1.04 0.50  -0.667
10 N -2.12 0.30 0.12  0.944
11 C 0.16 -0.02 -2.36  -1.460
12 C 0.11 1.48 -2.16  0.682
13 C 0.02 2.30 -3.29  -1.064
14 C 0.01 3.67 -3.13  -0.338
15 C 0.09 4.20 -1.85  -0.825
16 C 0.16 3.33 -0.79  -0.575
17 N 0.18 2.00 -0.94  0.628
18 C 2.49 -0.82 -0.54  0.814
19 C 3.76 -1.08 -1.04  -0.919
20 C 4.83 -0.34 -0.59  -0.459
21 C 4.61 0.66 0.35  -0.831
22 C 3.31 0.87 0.79  -0.637
23 N 2.28 0.14 0.36  0.861
24 H 1.56 -2.25 -1.83  0.349
25 H 1.09 -2.36 -0.13  0.458
26 H -1.01 -2.35 -0.24  0.405
27 H -1.37 -2.17 -1.96  0.388
28 H -3.74 -1.94 -1.78  0.479
29 H -5.69 -0.58 -1.03  0.439
30 H -5.27 1.39 0.46  0.453
31 H -2.93 1.89 1.14  0.420
32 H -0.65 -0.30 -3.05  0.525
33 H 1.09 -0.24 -2.90  0.589
34 H -0.04 1.85 -4.27  0.482
35 H -0.06 4.32 -3.99  0.423
36 H 0.08 5.27 -1.68  0.431
37 H 0.22 3.69 0.23  0.476
38 H 3.89 -1.86 -1.78  0.484
39 H 5.83 -0.53 -0.96  0.431
40 H 5.41 1.27 0.73  0.441
41 H 3.08 1.64 1.51  0.435
42 F -0.58 -4.57 2.70  -0.363
43 C -0.43 -3.23 2.78  0.619
44 C -1.57 -2.44 2.79  -0.799
45 C -1.43 -1.07 2.86  -0.351
46 C -0.14 -0.45 2.91  0.473
47 C 0.00 0.97 2.95  -1.003
48 C 0.98 -1.33 2.93  -0.195
49 C 0.84 -2.70 2.86  -0.799
50 H -2.55 -2.91 2.76  0.485
51 H -2.31 -0.44 2.89  0.482
52 H 0.96 1.37 3.29  0.299
53 H -0.86 1.56 3.24  0.307
54 H 1.97 -0.89 3.00  0.413
55 H 1.70 -3.36 2.88  0.492

Output
⟨S²⟩: 2.04
total charge: +1
Kohn-Sham gap (spin up / spin down): 0.2541 / 0.2878 Eh
2S+1: 3
ΔE to the lowest compared entry with this formula, charge and spin: 0.63 kcal/mol

Copy entry 3 word for word.
Density functional theory data (ωB97M-V/def2-TZVPD) for a structure of composition C25H24BrN3O2S4SbV at a distorted geometry.

Last column: Mulliken charge in e.
Geometry (Å):
1 V -0.03 -0.10 -0.24  -0.029
2 C 0.52 -1.84 4.86  -1.472
3 C 0.66 -0.65 3.95  0.820
4 C 1.21 0.56 4.38  -0.799
5 C 1.34 1.58 3.45  -0.583
6 C 0.95 1.37 2.15  0.051
7 Br 1.21 2.74 0.88  -0.113
8 N 0.41 0.21 1.68  0.715
9 C 0.28 -0.77 2.63  -0.924
10 H 0.27 -1.52 5.88  0.398
11 H 1.46 -2.40 4.92  0.271
12 H -0.25 -2.52 4.51  0.315
13 H 1.51 0.70 5.41  0.392
14 H 1.75 2.55 3.71  0.408
15 H -0.14 -1.70 2.26  0.489
16 S 5.07 -2.61 0.35  -0.628
17 Sb 3.33 -1.49 1.19  0.304
18 S 2.40 -0.25 -0.82  -0.299
19 S 1.40 -2.03 -0.41  -0.150
20 C -7.71 1.88 -2.73  -1.446
21 C -6.33 2.08 -2.16  1.048
22 C -5.70 3.32 -2.22  -0.743
23 C -4.43 3.51 -1.69  -0.532
24 C -3.78 2.44 -1.09  -0.170
25 C -4.39 1.19 -1.02  -0.133
26 C -5.65 1.02 -1.56  -1.028
27 S -2.17 2.68 -0.39  1.417
28 O -1.66 3.89 -0.99  -0.712
29 O -2.31 2.59 1.03  -0.761
30 N -1.35 1.38 -0.87  -0.101
31 C -1.02 1.19 -2.22  0.979
32 C -1.25 2.02 -3.33  -1.119
33 C -0.80 1.58 -4.55  -0.399
34 C -0.10 0.37 -4.67  -0.970
35 C 0.11 -0.36 -3.52  -0.120
36 N -0.36 0.03 -2.33  0.358
37 H -7.97 2.67 -3.43  0.356
38 H -8.46 1.88 -1.94  0.293
39 H -7.79 0.92 -3.25  0.352
40 H -6.21 4.15 -2.69  0.318
41 H -3.94 4.47 -1.75  0.479
42 H -3.87 0.36 -0.54  0.419
43 H -6.12 0.04 -1.51  0.400
44 H -1.75 2.97 -3.21  0.435
45 H -0.96 2.19 -5.43  0.396
46 H 0.28 0.02 -5.61  0.392
47 H 0.66 -1.29 -3.52  0.436
48 C -1.76 -1.35 0.16  -0.989
49 C -1.71 -2.84 0.31  0.020
50 C -1.46 -3.68 -0.79  -0.101
51 C -1.38 -5.05 -0.65  -0.663
52 C -1.54 -5.66 0.59  -0.477
53 C -1.79 -4.85 1.69  -0.818
54 C -1.88 -3.47 1.54  0.022
55 H -2.20 -0.89 1.06  0.472
56 H -2.39 -1.12 -0.70  0.608
57 H -1.32 -3.22 -1.77  0.310
58 H -1.18 -5.66 -1.53  0.372
59 H -1.46 -6.73 0.70  0.366
60 H -1.92 -5.29 2.67  0.375
61 H -2.11 -2.85 2.41  0.495

Output
⟨S²⟩: 0.93
total charge: -1
Kohn-Sham gap (spin up / spin down): 0.1867 / 0.2219 Eh
2S+1: 2
ΔE to the lowest compared entry with this formula, charge and spin: 50.92 kcal/mol